180
Properties=species:S:1:pos:R:3:mulliken_charge:R:1 method="wB97M-V/def2-TZVPD" multiplicity=1 e_homo_ev=-10.84 homo_lumo_gap_ev=11.33
N 17.155 17.885 18.085 -0.61
N 20.635 18.575 8.034 -0.62
N 11.454 15.941 7.688 -0.55
N 15.246 19.846 11.106 -0.64
N 15.652 22.791 14.838 -0.61
N 13.997 11.817 16.649 -0.71
N 17.891 14.641 8.121 -0.27
N 12.757 15.243 10.951 -0.11
N 15.406 14.597 16.391 -0.05
N 14.854 18.261 15.617 0.11
N 8.479 15.254 14.770 -0.60
N 17.965 9.485 12.144 -0.63
N 11.971 18.511 12.605 -0.44
N 17.741 13.020 14.266 -0.16
N 11.016 20.327 17.310 -0.66
C 17.682 17.036 17.581 0.21
C 21.424 15.414 8.946 -0.77
C 14.321 19.507 10.525 0.22
C 19.765 10.069 15.370 -0.88
C 9.813 13.011 11.276 -1.15
C 14.623 10.762 12.836 -1.31
C 14.101 13.601 7.395 -0.36
C 9.994 17.207 15.438 -0.09
C 11.469 14.787 7.446 0.36
C 13.508 22.636 17.693 -0.79
C 20.566 17.473 16.970 -1.49
C 15.860 14.438 19.893 -1.22
C 12.928 12.964 6.699 -0.72
C 18.539 19.120 9.521 -0.17
C 17.600 12.269 15.124 0.21
C 15.249 15.828 19.606 -0.45
C 11.609 15.354 10.956 -0.09
C 21.389 14.278 7.854 -0.38
C 12.312 19.484 13.116 0.19
C 14.423 16.014 18.344 0.36
C 14.955 15.295 17.210 -0.17
C 18.925 14.483 7.660 0.15
C 19.751 18.909 8.712 0.11
C 18.079 11.854 10.930 0.41
C 13.853 12.113 15.552 0.04
C 17.955 10.569 11.693 -0.09
C 11.595 13.328 7.260 -0.27
C 13.552 12.557 14.197 0.75
C 14.192 18.339 8.492 -1.38
C 9.107 16.135 15.164 0.09
C 12.102 22.060 12.942 -0.89
C 18.500 21.433 16.107 -0.29
C 17.542 11.223 16.092 -0.37
C 10.207 15.563 10.903 -0.34
C 15.148 17.256 8.661 0.44
C 16.626 15.403 12.079 -0.08
C 13.786 21.524 18.696 -0.98
C 11.319 16.797 16.163 -0.48
C 15.308 17.262 13.186 1.77
C 16.501 16.281 13.356 2.07
C 12.073 22.126 11.412 -1.04
C 18.455 18.378 10.858 2.10
C 20.625 11.405 10.926 -1.55
C 13.432 20.096 18.243 1.04
C 19.251 19.092 12.009 -1.32
C 20.194 14.425 6.905 -0.55
C 19.472 12.417 11.087 0.65
C 18.379 22.522 17.177 -1.22
C 19.627 16.815 15.998 0.00
C 13.366 18.759 9.665 0.82
C 12.061 20.100 17.722 0.27
C 12.125 15.677 15.501 0.69
C 18.494 16.069 16.709 0.96
C 17.126 20.891 15.760 1.39
C 9.444 14.293 10.545 -0.55
C 16.277 21.941 15.255 0.01
C 14.997 17.850 14.547 -1.00
C 14.484 12.271 13.045 1.42
C 12.706 20.797 13.636 0.68
C 18.278 9.881 15.692 -0.44
H 12.424 22.591 17.539 0.39
H 14.015 22.351 16.718 -0.03
H 8.437 14.528 10.879 0.36
H 13.080 22.014 11.017 0.24
H 13.452 15.476 18.516 0.52
H 17.432 18.348 11.220 -1.47
H 12.560 19.457 9.318 0.38
H 11.177 16.563 17.182 0.65
H 15.009 13.677 6.741 0.29
H 20.367 10.745 15.997 0.33
H 14.765 16.288 8.889 -0.15
H 15.324 12.867 13.345 -0.88
H 18.779 20.043 12.162 0.44
H 19.127 18.595 12.928 0.00
H 16.444 11.148 16.368 0.02
H 18.761 17.348 10.777 0.03
H 14.115 12.727 12.121 0.16
H 14.239 13.191 8.376 0.18
H 20.130 16.131 15.370 0.65
H 21.477 16.405 8.492 0.34
H 21.585 11.943 11.135 0.35
H 13.541 19.349 19.053 0.43
H 20.727 10.994 9.931 0.34
H 18.951 21.855 15.214 0.43
H 12.897 13.449 5.688 0.29
H 14.083 19.778 17.462 -0.79
H 16.003 16.647 19.688 0.29
H 14.775 19.168 8.108 0.34
H 9.401 13.071 12.263 0.38
H 18.093 11.517 17.028 0.33
H 9.447 14.083 9.476 0.29
H 19.109 17.549 15.402 -0.21
H 18.954 15.259 17.342 0.46
H 13.370 21.610 19.705 0.41
H 15.801 17.093 7.789 0.49
H 21.324 13.348 8.413 0.12
H 10.893 12.738 11.248 0.15
H 15.852 17.506 9.504 -0.69
H 20.181 9.077 15.489 0.36
H 12.509 12.193 14.106 0.43
H 16.396 15.713 14.278 -0.70
H 11.555 22.990 10.916 0.40
H 19.957 10.405 14.348 0.02
H 13.787 20.846 13.702 -0.13
H 15.736 14.744 11.875 -0.20
H 14.405 10.238 13.795 0.41
H 17.599 23.296 16.956 0.31
H 13.947 10.396 12.138 0.35
H 20.311 19.224 11.764 0.41
H 17.095 20.048 15.053 -0.67
H 12.322 16.063 14.463 -0.20
H 10.297 17.719 14.485 -0.18
H 22.301 15.298 9.583 0.35
H 17.724 9.455 14.795 0.23
H 13.466 13.666 14.255 -0.81
H 20.146 15.352 6.362 0.32
H 11.439 12.883 8.249 0.12
H 17.244 12.445 11.192 -0.25
H 10.734 12.962 6.678 0.43
H 21.095 16.805 17.682 0.37
H 12.759 22.769 13.412 0.44
H 20.500 10.609 11.580 0.51
H 16.579 16.143 11.207 -0.43
H 19.562 13.190 10.335 -0.31
H 14.825 21.444 18.941 0.42
H 14.499 16.082 20.439 0.39
H 19.475 12.989 12.073 0.07
H 9.523 17.899 16.119 0.54
H 15.586 10.491 12.457 0.13
H 12.956 17.974 10.309 -0.56
H 13.003 15.459 16.106 -1.07
H 20.141 13.661 6.189 0.40
H 9.918 15.985 11.862 0.24
H 17.836 15.582 16.011 -1.06
H 19.364 22.977 17.240 0.41
H 17.387 16.997 13.434 -0.79
H 16.159 14.383 20.957 0.37
H 15.178 13.617 19.734 0.36
H 12.967 11.869 6.521 0.32
H 14.133 17.049 18.154 -0.52
H 19.085 20.564 16.527 0.09
H 11.522 21.256 11.044 0.22
H 11.105 22.172 13.339 0.41
H 15.542 18.204 12.547 -0.76
H 9.368 12.211 10.698 0.39
H 16.693 14.168 19.216 0.18
H 13.958 23.586 18.032 0.36
H 18.065 9.162 16.521 0.39
H 21.376 17.935 16.426 0.40
H 13.858 14.714 7.473 -0.06
H 17.989 11.514 9.881 0.55
H 11.970 17.612 16.079 -0.18
H 17.687 18.868 8.871 0.04
H 16.752 20.582 16.707 -0.15
H 12.416 20.892 14.675 -0.04
H 22.349 14.368 7.343 0.35
H 17.488 14.775 12.015 0.19
H 14.513 16.732 12.748 -0.14
H 10.060 16.345 10.218 0.46
H 18.112 22.047 18.160 0.26
H 11.618 14.694 15.364 0.69
H 19.946 18.147 17.600 0.28
H 18.448 20.211 9.740 0.45
H 13.548 18.103 7.716 0.57
H 20.487 15.370 9.535 0.01



70
Properties=species:S:1:pos:R:3:mulliken_charge:R:1 method="wB97M-V/def2-TZVPD" multiplicity=1 e_homo_ev="-7.45 / -7.45" homo_lumo_gap_ev="6.29 / 6.29"
Pt 2.560 -0.663 -1.243 0.71
S 3.848 -2.178 -0.041 -0.63
S -2.594 -2.389 4.028 1.22
O 1.106 3.922 2.971 -0.64
O -1.081 2.651 -0.496 -0.29
O -0.411 -2.200 -0.739 -0.77
O 0.801 -0.871 0.622 -0.62
O -3.741 -2.813 4.783 -0.72
O -1.336 -2.249 4.697 -0.66
N -0.014 4.066 1.027 0.03
N 2.589 -3.444 -2.089 -1.21
N 2.216 -2.201 -2.402 0.87
N 2.944 1.001 -0.102 -0.07
N -2.455 -3.499 2.788 -0.39
N 1.512 0.279 -2.736 -0.30
N 3.739 -4.764 -0.622 -0.47
C 4.498 2.489 0.922 -0.91
C -0.152 1.106 -4.786 -0.49
C 0.161 -0.222 -4.641 -0.70
C -4.555 0.499 2.048 -0.67
C 0.035 -1.852 0.368 0.42
C 1.007 -0.643 -3.605 0.41
C -2.972 -0.853 3.221 -0.21
C 0.894 -3.125 -4.242 -1.68
C -2.011 0.134 3.106 -0.10
C 2.151 2.884 1.132 -0.15
C -0.283 3.810 -0.355 -0.55
C -1.860 -3.093 1.495 -0.71
C -0.391 -2.681 1.597 -0.23
C 4.202 1.367 0.171 -0.09
C 3.314 -3.540 -1.013 0.64
C 1.395 -2.004 -3.398 1.01
C 1.039 3.649 1.790 0.19
C -3.602 1.510 1.919 0.73
C 0.427 2.039 -3.922 -0.68
C -4.243 -0.685 2.692 -0.60
C -3.948 2.785 1.199 -1.42
C 1.938 1.739 0.383 -0.16
C -2.332 1.314 2.451 -0.16
C 3.461 3.261 1.415 -0.41
C 1.262 1.572 -2.932 -0.57
H -4.978 -1.472 2.804 0.40
H -3.243 3.576 1.446 0.22
H -1.585 2.090 2.343 0.10
H -3.367 -3.929 2.678 0.32
H -3.900 2.628 0.119 0.23
H 3.959 -4.873 0.353 0.24
H 0.240 3.098 -4.033 0.47
H -0.817 4.675 -0.756 0.30
H 3.287 -5.546 -1.070 0.25
H 1.757 2.258 -2.257 0.68
H 3.647 4.129 2.032 0.51
H -0.761 4.472 1.570 0.28
H -0.197 -3.149 -4.207 0.38
H 4.983 0.732 -0.222 0.43
H 1.208 -3.004 -5.281 0.37
H -1.026 -0.025 3.524 0.49
H -5.548 0.648 1.642 0.41
H -4.958 3.112 1.444 0.51
H 0.942 1.347 0.210 1.02
H -0.848 2.163 -1.295 0.20
H -2.424 -2.270 1.043 0.31
H 0.254 -3.564 1.627 0.31
H 1.278 -4.063 -3.857 0.38
H -0.245 -0.963 -5.315 0.42
H 0.665 3.712 -0.886 0.31
H 5.529 2.737 1.131 0.44
H -1.948 -3.947 0.825 0.44
H -0.202 -2.113 2.497 0.17
H -0.823 1.434 -5.568 0.44



20
Properties=species:S:1:pos:R:3:mulliken_charge:R:1 method="wB97M-V/def2-TZVPD" multiplicity=1 e_homo_ev=-7.47 homo_lumo_gap_ev=6.35
S 3.569 -1.175 0.413 -0.23
P 2.553 -0.361 -0.947 0.33
O -0.006 1.205 -0.104 -0.41
C -0.220 -1.011 0.597 -0.57
C -2.034 0.242 -0.529 -0.65
C 2.163 2.467 -0.061 -1.39
C -1.067 -2.144 0.536 -0.63
C 1.320 1.286 0.219 -0.02
C -0.731 0.094 -0.004 0.71
C -2.813 -0.861 -0.664 -0.35
C -2.360 -2.048 -0.122 -0.35
H 0.666 -0.985 1.162 0.52
H -0.904 -3.024 1.047 0.45
H 1.725 3.317 0.307 0.42
H -2.282 1.161 -0.877 0.55
H 1.680 0.700 1.126 0.32
H -3.774 -0.757 -1.155 0.36
H 3.080 2.386 0.417 0.43
H -2.982 -3.058 -0.180 0.21
H 2.418 2.567 -1.181 0.30



88
Properties=species:S:1:pos:R:3:mulliken_charge:R:1 method="wB97M-V/def2-TZVPD" multiplicity=1 e_homo_ev="-5.04 / -4.16" homo_lumo_gap_ev="4.85 / 4.15"
Ca 0.584 1.517 -3.828 1.11
P 2.185 -0.312 -1.682 0.78
P -1.564 -0.836 -2.099 1.32
Si -1.733 0.807 1.692 0.53
C 0.149 -0.934 -7.035 -1.10
C -2.806 -2.944 -2.886 -0.37
C 4.936 -0.819 -2.009 -0.39
C -2.759 0.439 -2.631 2.23
C -1.773 -0.690 2.873 -1.14
C 3.663 -1.390 -1.826 0.44
C -0.186 0.777 -0.205 -1.19
C 6.025 -1.606 -1.663 -0.51
C -2.470 -2.309 -1.683 0.41
C -4.992 1.310 -2.438 -0.49
C 0.957 1.395 -6.255 -1.85
C 3.462 -2.710 -1.288 -0.57
C -3.425 0.902 0.887 -0.54
C 1.010 0.029 -6.273 0.48
C 2.805 4.220 -2.981 -0.76
C 2.970 1.851 -3.557 -1.07
C -0.213 -1.362 -3.119 1.10
C -4.162 0.201 -2.558 -0.69
C -1.740 -0.171 -5.496 0.91
C -1.364 1.764 -7.191 -1.09
C 5.856 -2.854 -1.066 -0.54
C 1.168 -1.007 -3.046 -2.41
C -1.514 2.365 2.718 -1.10
C -3.775 -3.836 -0.386 -0.44
C -4.110 -4.482 -1.583 -0.69
C 2.789 1.534 -2.183 0.34
C 2.731 3.889 -1.625 -0.46
C 0.071 2.207 -7.192 -1.03
C 3.010 3.205 -3.927 -0.03
C -4.467 2.602 -2.342 -0.93
C -3.136 2.831 -2.636 -1.86
C -2.283 1.767 -2.907 -1.04
C 4.590 -3.435 -0.923 -0.38
C -1.829 1.145 -5.864 -0.30
C -1.258 -1.205 -6.462 -1.21
C 2.700 2.561 -1.214 -0.99
C -3.619 -4.058 -2.812 -0.89
C -2.934 -2.717 -0.403 -0.01
H -0.738 -0.871 3.231 0.32
H 0.388 2.236 -8.272 0.33
H -2.543 1.816 -5.348 0.41
H 4.471 -4.446 -0.486 0.34
H -2.419 -0.593 3.778 0.34
H 0.471 0.094 0.390 0.60
H -1.920 -1.293 -7.340 0.59
H -2.350 -0.600 -4.673 0.09
H -1.519 2.127 -3.651 0.45
H 7.023 -1.215 -1.832 0.38
H -1.671 1.184 -8.102 0.36
H 2.420 -3.117 -1.121 0.27
H -4.288 1.293 1.485 0.48
H -4.759 -5.365 -1.558 0.35
H 0.711 -1.906 -7.004 0.37
H -3.347 1.580 0.003 -0.12
H 5.044 0.223 -2.371 0.26
H 1.903 -0.408 -5.848 0.59
H 1.824 1.986 -5.923 1.23
H -0.466 2.429 3.087 0.30
H 2.634 2.360 -0.143 0.45
H -2.167 2.499 3.617 0.34
H 6.720 -3.381 -0.638 0.33
H 0.119 3.247 -6.833 0.18
H -2.101 -1.615 2.348 0.31
H 3.094 1.069 -4.353 0.85
H -1.229 -2.219 -6.040 0.17
H -0.449 -2.249 -3.711 0.66
H 2.640 4.713 -0.897 0.36
H -4.634 -0.797 -2.494 0.34
H 3.242 3.495 -4.970 0.41
H -4.137 -4.237 0.568 0.40
H -3.828 -4.574 -3.732 0.45
H -2.676 -2.166 0.518 -0.28
H -3.776 -0.077 0.473 0.23
H -6.080 1.196 -2.359 0.36
H -0.068 1.869 0.055 0.29
H -5.106 3.445 -2.082 0.36
H -2.721 3.833 -2.756 0.45
H -1.197 0.287 -0.402 -0.20
H -2.467 -2.534 -3.839 0.18
H 1.779 -1.481 -3.831 0.40
H 2.646 5.256 -3.289 0.41
H -1.686 3.260 2.076 0.27
H 0.102 -0.668 -8.105 0.34
H -2.006 2.675 -7.185 0.41



The following ΔE to the lowest compared entry with this formula, charge and spin values (in eV) correspond, in order, to the records above: 4.4497; 0.7400; 1.1241; 4.8980.